Entry 1:
ORCA calculation (ωB97M-V/def2-TZVPD) on C11H23O3OsP2 as an isolated structure.

## Properties
Highest occupied orbital energy (spin up / spin down)   -10.143 / -12.713 eV
Spin multiplicity   5
Relative energy (zero: lowest compared OMol25 entry of this formula, charge and spin)   0.0 kcal per mole
Orbital gap (spin up / spin down)   0.2367 / 0.2776 hartree
Charge   +1

Geometry as XYZ:
```
40
Properties=species:S:1:pos:R:3:forces:R:3
C 0.829077 1.139620 -3.370289 1.66 1.11 -2.67
C 0.117286 0.697666 -4.497568 0.53 0.29 -0.72
C -0.451000 -0.580940 -4.580069 -0.27 -0.30 -0.20
C -0.343847 -1.491643 -3.500171 0.65 -0.60 0.47
C 0.259988 -1.173085 -2.274889 0.15 -2.75 -1.03
Os -0.265583 0.617350 -1.946419 -2.24 1.29 1.95
P -0.225262 2.940172 -1.489729 -0.36 2.66 0.79
H 1.599489 1.928482 -3.454461 -0.62 -0.31 0.05
H 0.040142 1.331176 -5.410605 0.33 -0.42 0.76
H -0.823683 -0.946978 -5.541100 -0.15 0.31 0.48
H 0.629693 -1.928425 -1.582172 -0.21 0.23 -0.59
H -0.695451 -2.523705 -3.665906 0.19 0.48 0.09
H -1.226467 3.595764 -0.684751 0.69 -0.29 -0.47
H -0.247158 3.922129 -2.519429 0.09 -0.56 0.03
H 0.941361 3.427709 -0.813802 -0.49 -0.31 -0.38
C -1.284944 2.538734 1.669243 -0.12 0.56 0.36
C 0.189181 2.146653 1.615369 0.43 0.06 0.23
O 0.525185 0.933852 0.880884 -0.92 -0.93 -0.99
P -0.871500 -0.047032 0.620353 0.28 -2.48 2.76
O -1.057360 -0.388100 2.265400 0.20 0.27 -1.32
C -0.091762 -0.941514 3.260523 -0.39 0.13 0.04
C 1.352693 -0.506702 3.152424 0.55 0.20 0.28
O -1.037466 -1.663107 0.105504 0.87 2.14 0.82
C -0.695805 -2.877629 0.814034 -1.02 -0.21 -0.53
C 0.768144 -3.141308 0.765458 0.51 0.13 0.55
H -1.804709 2.492307 0.699165 0.19 -0.10 0.61
H -1.334728 3.597472 2.006929 -0.01 -0.67 -0.10
H -1.803423 1.907845 2.393857 -0.15 0.22 -0.14
H 0.777041 2.945646 1.172807 0.07 -0.04 -0.19
H 0.608495 2.025212 2.620562 -0.37 -0.01 -0.11
H -0.511684 -0.608423 4.220669 0.06 -0.20 -0.37
H -0.145362 -2.031066 3.217405 -0.23 0.21 -0.03
H 1.477198 0.475962 3.605860 0.07 0.21 -0.46
H 2.032692 -1.119709 3.762617 -0.56 -0.29 -0.09
H 1.733983 -0.542422 2.129867 -0.03 0.17 0.30
H -1.090076 -2.845800 1.827914 -0.14 0.02 -0.16
H -1.230102 -3.670341 0.263954 0.04 0.43 0.19
H 1.269237 -2.723170 1.651161 0.08 -0.16 -0.44
H 0.905756 -4.215211 0.748756 0.39 -0.17 0.02
H 1.180748 -2.697442 -0.139357 0.28 -0.29 0.24
```
Forces are in eV/Å.

=====

Entry 2:
ORCA calculation (ωB97M-V/def2-TZVPD) on one molecule with the formula C18H16FN3O4.

## Properties
Highest occupied orbital energy   -8.781 eV
SMILES string   CCOC(=O)/C(C#N)=C/c1cn(CCC(=O)O)nc1-c1ccc(F)cc1
Relative energy (zero: lowest compared OMol25 entry of this formula, charge and spin)   0.1 kcal per mole
Orbital gap   0.3044 hartree

Geometry as XYZ:
```
42
Properties=species:S:1:pos:R:3:forces:R:3
C 6.431782 1.303544 1.963291 -0.39 -0.16 -0.19
C 5.670249 0.334301 1.080249 0.58 -0.23 -0.10
H 5.772683 -0.697441 1.436076 -0.03 0.14 -0.10
H 6.022762 0.371727 0.043092 -0.07 -0.05 0.17
O 4.288891 0.693970 1.109504 -0.26 0.21 0.12
C 3.471939 -0.012238 0.328408 0.13 -0.32 -0.27
O 3.824689 -0.919321 -0.386186 0.00 0.10 0.09
C 2.066666 0.452013 0.444769 0.04 -0.84 -0.76
C 1.119481 -0.149574 -0.318010 0.57 0.31 0.36
C -0.269947 0.156349 -0.362502 -0.70 0.16 0.00
C -0.938362 1.280297 0.120251 0.08 -0.22 -0.14
N -2.220770 1.162429 -0.240606 0.85 0.06 0.04
N -2.454381 0.036534 -0.910788 -0.46 -0.69 -0.38
C -1.300125 -0.600576 -1.006596 0.14 0.70 0.49
C -1.202694 -1.887276 -1.680406 -0.06 -0.30 -0.22
C -0.344431 -2.886417 -1.223558 -0.17 0.15 -0.10
C -0.265067 -4.098256 -1.883556 -0.04 -0.20 -0.21
C -1.056383 -4.304535 -2.998862 0.00 0.10 0.11
C -1.934069 -3.339314 -3.461789 0.07 -0.23 -0.02
C -2.004491 -2.132656 -2.795547 0.17 -0.01 0.13
H -2.678660 -1.360524 -3.130461 -0.06 0.07 -0.06
H -2.543620 -3.540789 -4.328392 -0.05 -0.04 -0.09
F -0.979865 -5.484708 -3.646977 0.00 0.12 0.06
H 0.395268 -4.879442 -1.541913 0.05 -0.09 0.02
H 0.242959 -2.731240 -0.331661 0.06 0.00 0.08
C -3.299489 2.055094 0.075673 -0.60 0.35 0.34
C -3.831922 1.796094 1.486663 -0.07 0.14 -0.16
C -4.926963 2.774108 1.842364 0.11 -0.03 -0.14
O -5.300357 3.681282 1.152252 -0.03 0.17 -0.21
O -5.441834 2.510325 3.045633 -0.13 -0.28 0.60
H -6.139481 3.147109 3.268926 0.15 0.03 -0.28
H -3.034081 1.899045 2.226151 -0.03 -0.06 0.01
H -4.230223 0.783137 1.569409 0.06 0.00 0.04
H -2.955071 3.089032 -0.003244 -0.03 -0.15 -0.08
H -4.093283 1.889253 -0.655114 0.19 0.08 0.03
H -0.569645 2.132802 0.652327 0.03 0.22 0.14
H 1.468976 -0.941713 -0.969421 0.11 0.00 0.03
C 1.804838 1.480133 1.367493 -0.24 0.42 0.38
N 1.583979 2.314563 2.124833 -0.14 0.24 0.16
H 6.311236 2.318565 1.594727 0.04 0.11 -0.01
H 6.051982 1.258386 2.980291 0.03 0.02 0.12
H 7.486833 1.045930 1.963208 0.10 -0.02 0.01
```
Forces are in eV/Å.

=====

Entry 3:
ORCA calculation (ωB97M-V/def2-TZVPD) on one molecule with the formula C2H10N4.

## Properties
Highest occupied orbital energy   -7.298 eV
Relative energy (zero: lowest compared OMol25 entry of this formula, charge and spin)   120.3 kcal per mole
Orbital gap   0.3008 hartree

Geometry as XYZ:
```
16
Properties=species:S:1:pos:R:3:forces:R:3
C -0.475881 0.929666 1.711409 0.01 -0.16 -0.09
C 1.449925 0.045206 0.460860 -0.26 -0.05 -0.01
N 0.007322 0.347030 0.454457 -0.13 -0.64 0.10
N -0.914315 -0.827123 0.003450 0.66 0.71 0.71
N -1.299425 -0.286082 -1.254031 0.29 0.52 -0.27
N -0.422516 -0.853678 -2.284490 0.03 0.05 0.18
H -0.293506 -1.629645 -0.150663 0.02 0.19 -0.07
H -0.528574 0.743740 -0.631985 -0.53 -0.61 -0.61
H -0.985942 -1.494327 -2.838015 0.01 0.14 0.02
H -0.149454 -0.107795 -2.921818 -0.07 -0.08 0.16
H -1.534421 1.157479 1.598290 0.06 -0.03 0.00
H 0.078120 1.844284 1.932535 0.00 -0.06 -0.08
H -0.347071 0.224177 2.535360 -0.01 0.02 -0.03
H 1.714809 -0.362817 -0.513399 0.02 0.05 0.03
H 2.019442 0.956524 0.658902 -0.09 -0.05 -0.04
H 1.681486 -0.686639 1.239136 0.00 0.02 0.00
```
Forces are in eV/Å.